# C45H30BiN11O

A structure of composition C45H30BiN11O (ωB97M-V/def2-TZVPD, OMol25).

```
88
Properties=species:S:1:pos:R:3:forces:R:3:mulliken_charge:R:1
Bi 0.236 0.567 -0.604 -0.033 0.662 -0.163 1.519
C 1.084 -2.502 -6.593 -0.095 0.039 0.063 -0.558
C 2.371 -2.805 -6.122 0.102 -0.037 -0.038 -0.673
C 2.753 -2.491 -4.833 0.041 -0.008 0.042 -0.128
C 1.821 -1.857 -4.015 -0.317 0.080 -0.224 0.362
C 1.885 -1.397 -2.644 -0.239 0.168 0.140 -0.531
N 0.692 -0.855 -2.306 0.320 -0.319 0.215 -0.280
C -0.188 -0.964 -3.387 -0.428 0.154 -0.279 -0.431
N -1.467 -0.667 -3.421 0.315 -0.228 -0.011 -0.590
C -2.197 -0.413 -2.344 -0.227 0.178 -0.077 -0.241
C -3.617 -0.206 -2.315 0.226 0.031 0.287 0.415
C -4.570 -0.047 -3.323 -0.145 -0.011 -0.066 -0.455
C -5.866 0.236 -2.947 0.159 -0.041 -0.210 -0.639
C -6.231 0.342 -1.593 -0.012 0.004 0.231 -0.649
C -5.306 0.160 -0.588 -0.201 -0.003 0.013 -0.411
C -3.986 -0.112 -0.953 0.281 0.043 -0.154 0.559
C -2.780 -0.258 -0.189 0.040 -0.069 -0.472 -0.336
N -2.711 -0.334 1.155 0.083 -0.059 0.501 -0.484
C -1.594 -0.444 1.800 -0.361 0.112 -0.242 -0.104
N -0.294 -0.317 1.351 -0.092 -0.120 -0.201 -0.072
C 0.590 -0.537 2.406 0.443 -0.002 -0.011 -0.395
N 1.858 -0.442 2.463 -0.009 0.106 0.218 -0.248
C 2.715 -0.026 1.376 0.091 -0.034 0.204 1.052
N 2.223 -0.309 0.019 0.118 -0.227 0.022 0.517
C 3.047 -1.129 -0.638 -0.270 0.200 -0.060 -0.182
N 2.970 -1.557 -1.879 0.313 -0.213 -0.119 -0.612
C 4.182 -1.482 0.230 0.090 0.150 0.383 0.416
C 5.289 -2.286 0.012 0.015 -0.036 -0.128 -0.353
C 6.216 -2.406 1.037 0.010 -0.055 -0.025 -0.634
C 6.031 -1.744 2.248 -0.005 0.076 0.040 -0.894
C 4.910 -0.953 2.468 -0.031 -0.001 0.061 -0.599
C 3.995 -0.832 1.443 -0.038 -0.180 -0.393 -0.153
C -0.217 -0.901 3.591 -0.547 0.071 0.001 -0.109
C 0.138 -1.246 4.881 0.141 0.012 -0.060 0.116
C -0.885 -1.494 5.787 0.075 -0.015 0.081 -0.717
C -2.225 -1.393 5.414 -0.019 0.047 -0.035 -0.708
C -2.578 -1.038 4.119 -0.048 0.042 -0.042 -0.238
C -1.554 -0.792 3.222 0.314 -0.078 0.240 0.483
N -1.738 -0.409 -1.039 -0.127 -0.039 0.216 -0.289
C 0.531 -1.557 -4.485 0.305 -0.036 0.084 0.344
C 0.148 -1.889 -5.782 -0.012 0.004 -0.091 -0.239
H 0.821 -2.759 -7.611 0.000 -0.014 0.005 0.397
H 3.066 -3.299 -6.789 0.026 0.013 0.032 0.395
H 3.739 -2.729 -4.458 -0.001 -0.008 -0.005 0.539
H -4.277 -0.128 -4.362 -0.050 0.019 -0.006 0.542
H -6.622 0.388 -3.708 0.002 -0.015 0.001 0.403
H -7.258 0.578 -1.345 0.005 -0.023 0.021 0.411
H -5.579 0.241 0.457 0.001 0.000 -0.008 0.546
H 5.422 -2.799 -0.932 -0.032 0.018 -0.010 0.580
H 7.091 -3.028 0.900 0.005 0.018 -0.020 0.415
H 6.779 -1.843 3.025 -0.035 -0.042 0.019 0.406
H 4.744 -0.458 3.417 0.042 -0.006 0.000 0.495
H 1.180 -1.316 5.164 -0.009 -0.020 0.005 0.552
H -0.640 -1.769 6.805 -0.001 -0.008 -0.009 0.409
H -2.996 -1.593 6.147 -0.004 0.006 -0.004 0.419
H -3.609 -0.944 3.807 -0.002 -0.027 0.015 0.591
H -0.850 -1.666 -6.135 0.006 0.000 0.008 0.549
C -3.366 4.024 -1.205 -0.008 0.049 0.059 -1.162
C -3.321 5.008 -0.232 -0.006 0.026 -0.055 -0.510
C -2.429 4.872 0.816 0.047 -0.067 -0.012 -0.746
C -1.635 3.729 0.887 -0.213 0.174 -0.127 -0.260
N -1.680 2.779 -0.048 0.118 -0.035 0.243 0.464
C -2.514 2.941 -1.073 -0.017 -0.055 -0.073 -0.172
C -0.727 3.571 2.059 0.147 0.060 0.134 0.680
C 0.252 4.527 2.314 -0.010 -0.052 -0.080 -0.513
C 1.021 4.404 3.459 0.038 0.012 0.023 -0.505
C 0.770 3.352 4.324 0.010 -0.013 -0.038 -0.846
C -0.226 2.449 3.984 -0.012 -0.018 -0.016 -0.112
N -0.954 2.542 2.874 -0.092 -0.115 -0.111 -0.201
H -4.044 4.085 -2.044 0.016 -0.020 -0.009 0.487
H -3.972 5.872 -0.288 0.013 0.004 -0.010 0.424
H -2.355 5.627 1.587 -0.015 -0.031 0.032 0.494
H -2.502 2.165 -1.831 -0.020 -0.036 0.018 0.447
H 0.415 5.334 1.613 0.018 0.007 -0.029 0.467
H 1.802 5.124 3.668 -0.015 -0.007 0.025 0.430
H 1.330 3.222 5.240 0.008 0.011 -0.010 0.434
H -0.464 1.611 4.631 0.048 -0.006 0.015 0.460
N 3.468 2.163 -1.992 -0.011 -0.031 -0.101 -0.288
C 3.098 2.586 -0.757 -0.057 -0.145 -0.089 0.286
O 2.174 3.369 -0.602 -0.076 -0.076 0.111 -0.579
C 3.902 2.035 0.404 -0.146 0.033 0.205 -0.932
C 3.025 1.480 1.540 0.012 -0.148 -0.269 -0.238
H 2.931 2.478 -2.784 0.035 0.030 0.038 0.273
H 4.136 1.424 -2.132 -0.031 -0.005 0.070 0.193
H 4.481 2.872 0.799 0.046 0.018 -0.087 0.465
H 4.605 1.279 0.049 0.064 0.022 0.094 0.297
H 2.083 2.033 1.600 0.016 0.119 0.003 -0.494
H 3.538 1.602 2.493 -0.090 0.016 0.060 0.778
```
Positions in Å, forces in eV/Å.

Its orbital gap (alpha / beta) is 5.01 / 4.96 eV. As for the LUMO energy (alpha / beta): -0.92 / -0.96 eV. For the total energy, the calculation gives -2625.1533 Ha. Its charge is 0.